{"formula": "C29H31As2FeN5O4S", "method": "wB97M-V/def2-TZVPD", "lumo_energy_ev": [0.50, 0.50], "homo_energy_ev": [-8.203, -8.207], "de_lowest_kj_mol": 0.0, "mol_weight_da": 751.4, "orbital_gap_ev": [8.71, 8.71], "species": ["Fe", "O", "C", "O", "C", "C", "C", "C", "C", "N", "C", "O", "O", "H", "H", "H", "C", "As", "C", "C", "C", "C", "C", "C", "C", "As", "C", "C", "H", "H", "H", "H", "H", "H", "H", "H", "H", "H", "H", "H", "H", "H", "H", "H", "N", "C", "N", "C", "C", "C", "C", "C", "C", "S", "H", "H", "H", "H", "H", "H", "N", "C", "C", "C", "N", "C", "C", "H", "H", "H", "H", "H", "H"], "coordinates": [[-0.47, 0.33, -0.70], [-3.67, 2.47, -1.89], [-2.58, 1.98, -1.63], [-2.29, 1.27, -0.59], [-1.43, 2.13, -2.61], [-1.44, 2.85, -3.79], [-0.27, 2.86, -4.55], [0.86, 2.17, -4.13], [0.78, 1.47, -2.94], [-0.34, 1.48, -2.23], [1.88, 0.63, -2.29], [2.98, 0.58, -2.81], [1.48, 0.02, -1.22], [-2.33, 3.38, -4.09], [-0.24, 3.42, -5.48], [1.78, 2.15, -4.69], [-0.09, 1.35, 5.41], [0.07, 0.51, 3.64], [0.74, -1.22, 4.28], [1.77, 1.32, 3.11], [2.89, 1.19, 3.93], [4.09, 1.80, 3.61], [4.18, 2.55, 2.45], [3.08, 2.69, 1.63], [1.87, 2.07, 1.94], [0.38, 2.21, 0.67], [1.01, 3.67, -0.45], [-0.94, 3.19, 1.72], [0.85, 1.29, 5.97], [-0.87, 0.84, 5.96], [-0.37, 2.40, 5.30], [1.35, -1.11, 5.18], [1.34, -1.70, 3.50], [-0.11, -1.87, 4.50], [2.82, 0.61, 4.85], [4.95, 1.68, 4.26], [5.12, 3.03, 2.19], [3.18, 3.26, 0.72], [0.20, 3.96, -1.12], [1.86, 3.34, -1.06], [1.30, 4.53, 0.15], [-0.45, 3.76, 2.51], [-1.64, 2.47, 2.16], [-1.50, 3.85, 1.07], [-3.79, -0.77, -1.30], [-2.89, -1.42, -2.07], [-1.60, -1.21, -2.08], [-0.97, -2.14, -2.92], [0.40, -2.28, -3.10], [0.87, -3.24, -3.98], [0.00, -4.08, -4.68], [-1.37, -3.97, -4.48], [-1.83, -3.01, -3.60], [-3.47, -2.70, -3.12], [-3.46, 0.12, -0.90], [-4.75, -0.80, -1.60], [1.09, -1.67, -2.54], [1.94, -3.35, -4.12], [0.39, -4.82, -5.36], [-2.06, -4.63, -5.00], [-0.99, -4.99, 2.36], [-0.86, -3.77, 1.74], [0.30, -3.45, 1.02], [0.40, -2.20, 0.45], [-0.56, -1.27, 0.53], [-1.65, -1.58, 1.24], [-1.85, -2.79, 1.85], [-0.38, -5.74, 2.07], [-1.91, -5.28, 2.65], [1.10, -4.16, 0.92], [1.28, -1.92, -0.12], [-2.40, -0.79, 1.32], [-2.76, -2.98, 2.40]]}

---

{"formula": "C29H31Br2N3O2", "method": "wB97M-V/def2-TZVPD", "lumo_energy_ev": -1.19, "homo_energy_ev": -6.028, "de_lowest_kj_mol": 0.0, "mol_weight_da": 613.4, "orbital_gap_ev": 4.84, "species": ["C", "C", "C", "N", "N", "N", "C", "C", "C", "C", "C", "C", "C", "C", "C", "C", "C", "C", "H", "H", "H", "H", "H", "H", "H", "H", "H", "H", "H", "H", "H", "H", "H", "H", "H", "H", "H", "H", "H", "C", "O", "C", "C", "C", "C", "C", "C", "C", "C", "Br", "C", "O", "C", "Br", "C", "C", "C", "H", "H", "H", "H", "H", "H", "H", "H", "H", "H"], "coordinates": [[-3.35, -0.54, -0.44], [-2.88, -0.87, -1.84], [-3.70, -1.99, -2.44], [-1.49, -1.32, -1.84], [-1.25, -2.62, -1.97], [0.09, -2.74, -1.90], [0.63, -4.10, -1.73], [0.11, -4.92, -2.90], [0.12, -4.69, -0.42], [0.69, -1.54, -1.71], [2.15, -1.41, -1.66], [2.84, -1.27, -0.43], [4.23, -1.20, -0.43], [4.95, -1.24, -1.63], [4.27, -1.37, -2.85], [2.88, -1.46, -2.87], [-0.33, -0.59, -1.57], [-0.23, 0.73, -1.14], [-4.40, -0.23, -0.47], [-3.29, -1.44, 0.19], [-2.75, 0.26, 0.01], [-2.88, 0.02, -2.46], [-4.76, -1.73, -2.41], [-3.42, -2.17, -3.48], [-3.55, -2.91, -1.88], [1.72, -4.02, -1.74], [0.37, -5.98, -2.78], [-0.98, -4.81, -2.95], [0.56, -4.57, -3.83], [0.42, -5.74, -0.33], [0.53, -4.15, 0.43], [-0.97, -4.63, -0.40], [2.26, -1.23, 0.50], [4.76, -1.10, 0.52], [6.03, -1.18, -1.63], [4.82, -1.40, -3.79], [2.32, -1.56, -3.80], [0.78, 1.08, -0.97], [-1.10, 1.37, -1.18], [-3.48, 0.53, 5.12], [-2.47, -0.21, 4.40], [-1.46, 0.52, 3.85], [-1.40, 1.93, 3.91], [-0.46, 2.60, 3.16], [0.44, 1.89, 2.31], [1.34, 2.55, 1.42], [1.21, 3.88, 0.97], [2.39, 4.58, 0.52], [2.32, 5.83, -0.02], [3.87, 6.79, -0.52], [1.02, 6.51, -0.27], [0.93, 7.59, -0.85], [-0.17, 5.78, 0.26], [-1.84, 6.65, 0.05], [-0.06, 4.54, 0.83], [0.45, 0.46, 2.38], [-0.47, -0.22, 3.14], [-4.21, -0.22, 5.41], [-3.04, 1.01, 6.01], [-3.94, 1.30, 4.49], [-2.12, 2.49, 4.52], [-0.41, 3.68, 3.21], [2.24, 2.01, 1.13], [3.36, 4.10, 0.63], [-0.97, 4.05, 1.16], [1.18, -0.09, 1.78], [-0.48, -1.31, 3.19]]}

---

{"formula": "C29H31Br3N5Y", "method": "wB97M-V/def2-TZVPD", "lumo_energy_ev": -6.73, "homo_energy_ev": -12.550, "total_charge": 2, "de_lowest_kj_mol": 4.6, "mol_weight_da": 778.2, "orbital_gap_ev": 5.82, "species": ["Y", "C", "N", "C", "C", "C", "C", "C", "C", "C", "N", "C", "C", "C", "C", "C", "C", "N", "C", "C", "H", "H", "H", "H", "H", "H", "H", "H", "H", "H", "H", "H", "H", "H", "H", "H", "H", "H", "H", "H", "Br", "C", "C", "C", "C", "C", "C", "N", "C", "C", "C", "C", "C", "C", "N", "H", "H", "H", "H", "H", "H", "H", "H", "H", "Br", "C", "Br", "H", "H"], "coordinates": [[0.05, -0.31, -0.09], [0.18, -3.65, 0.78], [-0.21, -2.34, 1.34], [-1.52, -2.54, 2.03], [0.73, -1.79, 2.31], [1.75, -2.54, 2.89], [2.54, -1.99, 3.89], [2.30, -0.69, 4.32], [1.31, 0.07, 3.73], [0.53, -0.45, 2.71], [-0.34, 0.32, 1.91], [-1.29, 1.21, 2.37], [-1.79, 1.30, 3.66], [-2.83, 2.17, 3.95], [-3.39, 2.95, 2.96], [-2.90, 2.88, 1.66], [-1.86, 2.02, 1.37], [-1.24, 1.92, 0.04], [-2.15, 2.29, -1.05], [-0.07, 2.84, 0.01], [0.13, -4.44, 1.54], [1.19, -3.62, 0.38], [-0.51, -3.91, -0.01], [-1.38, -3.20, 2.88], [-2.23, -3.00, 1.33], [-1.92, -1.58, 2.36], [1.91, -3.57, 2.59], [3.32, -2.59, 4.34], [2.90, -0.28, 5.12], [1.15, 1.10, 4.05], [-1.37, 0.68, 4.45], [-3.22, 2.22, 4.96], [-4.21, 3.62, 3.19], [-3.34, 3.51, 0.89], [-2.42, 3.35, -1.02], [-3.06, 1.69, -1.00], [-1.66, 2.11, -2.01], [-0.41, 3.88, 0.11], [0.46, 2.75, -0.94], [0.60, 2.62, 0.84], [-6.71, -3.57, 1.04], [-5.20, -2.78, 0.25], [-4.55, -3.43, -0.79], [-3.44, -2.84, -1.38], [-2.98, -1.62, -0.91], [-3.62, -0.98, 0.14], [-4.74, -1.55, 0.72], [-1.83, -0.98, -1.47], [-1.75, -0.84, -2.74], [-0.63, -0.13, -3.36], [-0.58, 0.02, -4.73], [0.45, 0.76, -5.30], [1.40, 1.31, -4.46], [1.29, 1.11, -3.09], [0.30, 0.41, -2.54], [-4.91, -4.39, -1.14], [-2.92, -3.35, -2.18], [-3.25, -0.04, 0.52], [-5.26, -1.06, 1.53], [-2.54, -1.21, -3.40], [-1.35, -0.42, -5.35], [0.51, 0.89, -6.37], [2.22, 1.90, -4.85], [2.02, 1.53, -2.42], [2.93, 0.69, 0.39], [3.82, -0.87, -0.33], [2.58, -1.95, -1.35], [4.18, -1.46, 0.50], [4.61, -0.53, -0.99]]}

---

{"formula": "C29H31CaN5S2Se", "method": "wB97M-V/def2-TZVPD", "lumo_energy_ev": 4.27, "homo_energy_ev": -1.536, "total_charge": -2, "de_lowest_kj_mol": 102.8, "mol_weight_da": 632.8, "orbital_gap_ev": 5.81, "species": ["Ca", "C", "N", "C", "C", "C", "C", "C", "C", "C", "N", "C", "C", "C", "C", "C", "C", "N", "C", "C", "H", "H", "H", "H", "H", "H", "H", "H", "H", "H", "H", "H", "H", "H", "H", "H", "H", "H", "H", "H", "S", "C", "S", "C", "C", "N", "C", "N", "C", "C", "C", "C", "C", "C", "Se", "C", "C", "C", "H", "H", "H", "H", "H", "H", "H", "H", "H", "H", "H"], "coordinates": [[-0.59, -1.41, 1.10], [-1.83, 0.04, -1.37], [-1.65, -1.41, -1.21], [-2.95, -2.08, -1.24], [-0.68, -1.96, -2.13], [-1.08, -2.51, -3.33], [-0.20, -3.16, -4.18], [1.12, -3.28, -3.78], [1.56, -2.71, -2.60], [0.70, -1.98, -1.75], [1.05, -1.38, -0.56], [2.35, -1.08, -0.22], [3.43, -0.92, -1.12], [4.72, -0.64, -0.69], [5.01, -0.49, 0.65], [3.95, -0.55, 1.55], [2.66, -0.82, 1.15], [1.57, -0.69, 2.11], [1.26, 0.74, 2.29], [1.81, -1.33, 3.40], [-2.34, 0.28, -2.31], [-0.85, 0.53, -1.37], [-2.42, 0.44, -0.54], [-3.51, -1.85, -2.16], [-3.53, -1.75, -0.38], [-2.81, -3.16, -1.16], [-2.13, -2.45, -3.59], [-0.55, -3.59, -5.11], [1.83, -3.83, -4.39], [2.58, -2.87, -2.30], [3.24, -0.99, -2.18], [5.50, -0.54, -1.44], [6.01, -0.29, 0.99], [4.13, -0.36, 2.61], [2.07, 1.26, 2.81], [0.34, 0.88, 2.86], [1.11, 1.22, 1.32], [2.59, -0.82, 3.98], [2.08, -2.37, 3.25], [0.89, -1.30, 3.98], [-1.12, -3.69, 2.52], [-2.70, -2.98, 2.78], [-3.08, -1.33, 2.34], [-3.69, -3.76, 3.36], [-5.01, -3.29, 3.60], [-6.10, -2.97, 3.82], [-3.46, -5.12, 3.75], [-3.34, -6.22, 4.08], [-0.08, 4.73, 7.74], [-0.34, 4.41, 6.30], [0.08, 5.25, 5.28], [-0.15, 4.96, 3.94], [0.35, 5.92, 2.90], [-0.84, 3.79, 3.56], [-1.14, 3.42, 1.71], [-1.28, 2.94, 4.60], [-2.05, 1.68, 4.32], [-1.02, 3.26, 5.92], [0.50, 5.65, 7.84], [0.49, 3.94, 8.24], [-1.01, 4.86, 8.31], [0.62, 6.16, 5.53], [0.90, 6.74, 3.37], [-0.47, 6.33, 2.30], [1.00, 5.41, 2.18], [-2.09, 1.47, 3.25], [-3.09, 1.77, 4.65], [-1.63, 0.82, 4.84], [-1.37, 2.58, 6.69]]}